No. 1
ORCA calculation (the ωB97M-V functional and the def2-TZVPD basis) on a structure of composition C53H45BrF9GaN3O2P.

The relative energy (zero: lowest compared OMol25 entry of this formula, charge and spin) is 0.579 eV. The calculation puts the molar mass at 1107.55 g mol⁻¹. Its energy is -8100.099287 Eh. Its charge is +2. As for the largest force on an atom: 0.52 eV/A.

```
115
C53H45BrF9GaN3O2P | OMol25 | the ωB97M-V functional and the def2-TZVPD basis
C -0.333 -4.312 -3.695
F -6.628 1.169 -1.872
H -5.218 -4.332 3.149
C -2.697 -0.397 -3.255
C 1.813 3.651 -5.939
F 0.488 -6.999 -3.771
F 2.584 -6.450 -3.719
H -1.302 -4.801 0.490
H -1.666 -0.285 4.456
C 1.946 -3.870 -3.051
H 0.675 3.268 3.985
H -4.661 -0.231 0.061
C -0.293 -2.941 0.497
C -0.604 -0.028 2.627
H -2.217 1.485 7.474
H 2.790 3.620 -2.851
C 0.657 1.878 2.389
H -0.090 2.646 7.636
C 6.596 0.804 1.594
C -1.944 1.082 6.500
H -2.872 0.901 5.953
C 1.567 -2.622 -2.577
C 1.903 1.339 -4.973
C -2.723 -0.371 -0.847
H -1.203 2.065 -2.802
F -6.839 -0.844 -1.105
H -2.501 -1.874 3.382
H -2.610 -6.215 1.453
C -2.086 -3.471 2.004
C 1.927 6.646 -0.585
H 3.029 7.807 -2.004
H 7.040 0.762 2.578
C -4.777 -0.254 -2.078
C 3.298 -0.001 0.053
H -1.171 4.169 5.139
H -2.217 -0.387 0.110
C -2.584 -4.986 3.875
C 2.682 6.818 -1.740
C 1.261 2.562 -5.052
H -1.069 -4.980 -4.124
C 5.451 0.899 -0.948
C -2.007 -0.433 -2.041
H 1.959 -0.574 -4.030
C -1.801 3.401 5.590
H -2.132 3.774 6.559
C 1.289 3.003 -0.777
Br 4.806 1.023 -2.719
H 0.366 -3.213 -0.315
H 7.335 1.657 -1.603
N 0.833 1.964 -0.588
H -2.155 -0.431 -4.192
C 1.788 4.314 -1.075
C 1.377 -6.068 -4.149
H 2.977 -4.187 -2.984
C -6.283 -0.112 -2.080
H -4.270 -6.150 2.005
Ga 0.894 -0.142 0.119
F -6.813 -0.497 -3.243
N -0.140 -1.715 1.016
C 0.993 -4.709 -3.606
H 8.358 1.572 0.635
C 5.289 0.403 1.401
C -0.912 -1.369 2.061
H 0.810 1.419 6.745
H 2.758 1.131 -5.602
H 4.700 0.039 2.231
H 2.319 -1.974 -2.147
O 2.632 -0.295 1.107
C 2.995 5.742 -2.562
H -0.377 3.769 -4.363
H -1.756 -2.776 -3.285
H 1.690 7.495 0.040
P -0.212 -0.569 -2.046
H 1.359 2.435 1.787
C -0.714 -3.064 -3.229
C 6.762 1.306 -0.757
H -4.609 -0.290 -4.216
H -2.367 -4.198 4.598
C -1.032 0.369 3.880
C -3.145 -4.407 2.566
N 0.205 0.725 1.873
C 0.234 -2.212 -2.665
C 0.213 2.325 6.639
C -4.105 -0.281 -0.866
C -0.327 1.856 -3.402
C 7.331 1.256 0.507
H -4.789 -3.084 1.984
H -2.682 3.265 4.962
H -3.319 -5.656 4.324
H -1.670 -5.556 3.701
C -1.236 -3.833 0.962
H 0.866 5.235 0.643
F 0.846 4.398 -6.475
C -1.039 2.081 5.783
C -4.079 -0.310 -3.275
C -3.459 -5.547 1.597
C 0.273 2.331 3.627
H -3.781 -5.177 0.621
H 0.848 3.108 6.224
C 2.552 4.474 -2.231
F 2.599 4.483 -5.212
H 3.577 5.891 -3.460
C -0.607 1.581 4.412
F 1.403 -6.052 -5.488
C 0.332 0.628 -3.293
C 4.696 0.442 0.134
H -4.323 -2.929 3.687
C -4.436 -3.631 2.860
F 2.566 3.164 -6.927
C 1.470 5.387 -0.243
O 2.625 -0.039 -1.023
H -1.449 0.124 6.673
C 0.138 2.821 -4.275
C -1.885 -2.205 2.560
C 1.443 0.374 -4.088
```

=====

No. 2
ORCA calculation (the ωB97M-V functional and the def2-TZVPD basis) on a structure of composition C53H45F9GaO6S.

The calculation puts the molar mass at 1050.71 g mol⁻¹. Its energy is -5719.872283 Eh. Its charge is -1. As for the largest force on an atom: 0.52 eV/A.

```
115
C53H45F9GaO6S | OMol25 | the ωB97M-V functional and the def2-TZVPD basis
C 4.441 6.830 0.177
H 1.495 -4.784 0.824
O 2.007 4.120 5.214
C -5.212 -3.516 0.586
C 4.437 7.992 -7.086
F -6.483 -9.488 1.949
O 7.060 9.518 -3.123
H -4.739 -2.898 -2.643
F -8.499 -6.143 3.071
C 5.513 7.706 0.317
C -2.636 -0.395 -3.491
H 0.317 0.866 0.388
H -2.801 -4.814 2.405
O 2.983 6.080 -3.663
C 6.057 8.325 -0.796
C -0.871 1.430 -3.758
C 3.061 0.692 5.626
C 1.652 2.346 3.696
C 0.467 2.622 1.623
H 6.889 9.008 -0.701
F -5.499 -7.498 2.090
C 2.609 0.108 4.326
H 3.088 5.886 -1.200
H -5.800 -2.189 -4.762
C 0.945 3.152 2.811
C 0.761 3.179 -3.973
H 1.565 -0.561 1.941
S -7.002 -7.991 1.985
C -4.364 -0.651 -5.150
H -3.666 -2.250 1.327
H 1.281 -7.002 0.288
H 6.822 9.860 -5.561
H 4.629 -0.254 8.468
F -8.507 -6.133 0.914
C -1.426 0.295 -2.964
C 3.954 1.739 8.038
F -5.977 -5.121 3.119
H 5.861 9.429 -7.805
C 0.858 -7.233 1.272
C 4.464 7.581 -4.720
C 5.513 8.491 -4.575
H 1.015 -6.456 3.266
H 1.610 3.723 -3.579
H -4.426 -3.215 2.575
C 4.139 0.390 7.750
H -1.252 -1.794 1.273
C 2.863 2.041 5.919
C 5.531 8.071 -2.057
H 4.021 7.797 -8.066
C 1.020 -8.723 1.588
C 6.012 9.155 -5.689
O -0.925 -0.047 -1.920
C 3.890 6.876 -3.539
C -1.438 1.805 -4.975
C 1.875 1.000 3.385
Ga -1.062 -3.404 1.086
C 0.203 3.549 -5.193
H -3.116 -5.035 0.671
C -2.639 1.101 -5.512
O 2.846 -1.047 4.054
C -4.314 -2.084 -3.215
C 5.473 8.908 -6.940
C 1.537 -6.333 2.310
F -7.065 -8.076 3.574
H 0.682 -8.917 2.612
H -4.814 -0.338 -6.082
H 2.441 -4.370 2.242
C 3.698 -0.131 6.546
C -5.891 -4.882 0.722
C 6.120 8.761 -3.239
C -4.909 -1.686 -4.409
H 3.837 -1.176 6.306
H -2.700 -1.741 -1.827
H 2.070 -9.020 1.517
C -7.719 -6.233 1.994
H -0.207 -6.980 1.228
H 2.577 -6.667 2.432
H -0.276 -4.725 3.163
H 0.624 4.377 -5.748
F -7.551 -3.960 2.135
H 0.771 4.188 3.067
H -6.568 -5.047 -0.122
C 4.461 7.185 -2.199
C -6.713 -5.039 1.981
C -0.892 2.864 -5.694
F -6.898 -7.954 0.392
C 3.917 6.569 -1.078
F -8.497 -8.554 1.890
H 0.626 -3.215 3.091
C -4.044 -3.255 1.549
C 3.318 2.562 7.125
C 3.933 7.330 -5.980
H 5.923 7.904 1.298
H 3.126 6.618 -6.078
C -3.222 -0.003 -4.696
C 0.287 -4.064 2.489
C -3.178 -1.441 -2.753
H -1.338 3.143 -6.638
C 1.401 0.479 2.188
H -0.095 3.248 0.941
C 2.158 2.942 4.960
C 1.501 -4.839 1.921
H 3.163 3.611 7.336
C 0.699 1.288 1.309
H 0.419 -9.348 0.919
O -3.126 1.422 -6.578
C -2.897 -4.291 1.446
H -5.951 -2.710 0.666
H -0.542 -3.706 -0.417
H -5.130 -5.662 0.684
C 0.228 2.119 -3.261
H 4.016 6.350 1.048
H 4.304 2.145 8.978
H 0.653 1.815 -2.314
H -4.809 -3.462 -0.434
```

=====

No. 3
ORCA calculation (the ωB97M-V functional and the def2-TZVPD basis) on a structure of composition C53H46BeGeNO6P2.

The relative energy (zero: lowest compared OMol25 entry of this formula, charge and spin) is 0.000 eV. The calculation puts the molar mass at 936.52 g mol⁻¹. Its energy is -5327.753782 Eh. Its charge is -1. As for the largest force on an atom: 4.70 eV/A.

```
110
C53H46BeGeNO6P2 | OMol25 | the ωB97M-V functional and the def2-TZVPD basis
H 3.363 4.228 0.750
H -0.723 3.685 -2.058
C -0.437 -1.974 3.832
H 0.890 4.937 -2.252
C -3.510 3.798 1.004
C 2.053 0.755 -0.340
C -3.097 3.849 2.331
H 0.246 -6.999 0.101
H -0.409 0.857 -6.142
C -0.832 1.858 -6.200
C -3.911 -1.959 -1.447
C -1.175 2.496 1.769
C 0.712 -6.207 5.832
H 3.978 -5.465 6.421
C 2.738 3.475 -4.705
C -0.264 -3.769 -0.831
H -1.785 1.460 -8.092
H -0.493 -5.655 -1.846
H 3.376 -2.529 2.344
O -2.072 -0.293 1.237
H -3.352 0.136 5.292
C 2.997 3.251 0.448
O -0.079 -1.829 -4.565
H 3.499 -3.753 4.714
C 0.100 -3.131 0.359
H 0.674 -1.330 5.568
H -4.432 4.289 0.702
C 2.672 5.731 -3.090
C 1.682 3.611 -3.785
C 2.365 -0.647 1.969
C 2.989 -5.401 5.986
H 2.641 6.611 -2.453
C -1.664 -1.905 3.157
C 0.434 -5.238 4.864
H -1.816 -2.436 2.228
P -0.559 1.549 -0.820
C 1.989 -6.289 6.393
C -2.713 -1.145 3.684
H -2.769 3.731 -8.276
O -4.207 -1.048 1.195
C 1.655 3.091 0.090
C -1.932 3.193 2.716
H 2.790 2.604 -5.357
H -3.689 4.387 3.067
H -2.361 5.403 -6.489
C 1.164 1.842 -0.312
C -3.064 -0.852 0.676
Ge 1.023 -3.011 3.120
C -2.748 3.104 0.058
C -1.612 2.194 -7.309
O 0.309 0.726 2.088
C 0.568 -5.284 1.365
C -1.465 -1.601 -2.717
H -0.988 4.825 -4.535
C 3.865 2.164 0.411
C -2.865 -1.330 -0.748
O 1.804 0.839 3.722
H -3.659 -1.093 3.161
C -0.715 2.631 -2.340
C -2.518 -2.227 -3.400
H 4.068 0.063 -0.015
C 2.613 -1.888 2.834
C -1.319 -0.522 5.563
C 1.671 4.758 -2.981
C -2.540 -0.453 4.886
H 0.157 -1.090 0.333
H -0.063 -6.894 6.148
H 1.000 3.958 0.129
H 4.539 4.317 -5.541
C -1.631 -1.154 -1.401
C -1.551 2.464 0.416
H 2.204 -7.039 7.143
H -1.726 2.417 -2.710
H -0.588 -3.183 -1.682
H -0.821 -0.666 -0.860
H 1.711 -0.230 -0.651
H 0.890 -5.889 2.201
C -1.156 4.069 -5.298
C 3.394 0.914 0.019
C -0.594 2.791 -5.180
C -3.743 -2.404 -2.759
C -1.937 4.406 -6.408
C 3.738 4.446 -4.819
C -0.211 -5.162 -0.925
H -0.280 1.978 2.109
C 0.518 -3.885 1.466
C 0.205 -5.919 0.173
H -0.559 -5.180 4.435
C -0.269 -1.282 5.038
H -4.569 -2.887 -3.273
H 0.046 -2.054 0.417
C -2.165 3.468 -7.412
P 0.428 2.281 -3.755
H -4.870 -2.098 -0.945
H 3.340 -0.148 1.780
H -2.401 -2.579 -4.422
H 4.910 2.290 0.684
O 0.744 -0.864 -2.780
C 1.433 -4.347 4.451
C 3.704 5.576 -4.009
Be -0.509 0.090 0.783
C 2.713 -4.431 5.017
C 1.470 0.350 2.653
H 1.947 -0.947 0.988
N -0.177 -1.417 -3.397
H -3.121 3.067 -0.963
H 4.479 6.333 -4.094
H 3.012 -1.565 3.818
H -1.612 3.214 3.754
H -1.186 0.014 6.494
```

=====

No. 4
ORCA calculation (the ωB97M-V functional and the def2-TZVPD basis) on a structure of composition C53H46Cl2N7O10SZr.

The calculation puts the molar mass at 1135.19 g mol⁻¹. Its energy is -4548.943646 Eh. Its charge is -1. As for the largest force on an atom: 2.05 eV/A.

```
120
C53H46Cl2N7O10SZr | OMol25 | the ωB97M-V functional and the def2-TZVPD basis
C 1.523 1.146 1.900
H 2.980 2.119 4.807
C 2.295 0.614 -4.348
H 0.402 -4.334 -0.652
C 3.125 3.413 -1.500
C 5.190 3.423 -0.076
C 0.025 0.120 -4.964
C 0.890 -3.656 5.459
S -0.196 5.696 -1.625
C -7.168 3.184 0.193
C 1.974 -2.992 3.415
Cl 1.950 -6.978 3.556
C 2.207 -3.466 -0.017
O -1.031 2.207 -0.077
C 1.326 -2.669 4.594
C 2.215 -4.331 3.055
H 0.614 -4.420 1.103
C -4.257 -3.364 -0.009
C 3.325 5.072 0.224
H -1.664 -1.334 3.257
C 0.552 0.374 -2.558
H -1.381 5.844 0.966
C -7.046 1.990 0.888
C 4.895 -3.003 -0.636
H -4.710 -4.078 -0.693
H 3.138 -5.712 1.916
H 1.788 -2.247 -1.709
C 2.100 5.599 -0.145
H 1.303 3.486 -2.656
N -1.462 -2.697 -2.367
H 1.971 0.399 -7.707
C 0.385 0.131 -6.298
C 2.569 -2.678 -1.105
H 3.874 5.510 1.047
H 5.462 3.729 0.930
O -0.676 0.175 -2.288
O -1.057 0.259 4.452
C 1.397 5.019 -1.183
H -0.086 -2.693 -3.860
C -3.103 -2.654 -0.657
H -3.222 4.083 0.876
Zr -1.154 0.062 -0.301
H -1.355 3.862 -1.163
C -1.202 -5.456 -2.274
N -1.332 4.815 -0.812
C -3.841 0.639 -0.564
H -2.211 3.895 2.317
C 2.236 1.732 4.128
H -3.899 -3.889 0.875
O -2.578 1.485 1.305
H -2.773 -0.760 4.545
H 0.822 1.254 5.683
C -4.999 1.521 -0.275
H -4.989 -2.621 0.294
H 1.174 -1.629 4.832
H 1.677 6.457 0.354
C -5.119 2.725 -0.963
H 5.187 2.337 -0.133
C 3.895 -2.416 -1.393
H 3.407 2.048 2.368
Cl 2.480 -1.684 2.400
C -2.164 -3.408 -1.476
C 1.698 0.386 -6.661
N -2.933 -1.375 -0.612
O -1.033 -2.551 1.224
C 0.067 0.693 3.796
C 1.084 -4.985 5.131
C 2.650 0.629 -5.682
H -5.840 0.229 1.186
C 4.557 -3.777 0.458
C 2.473 1.687 2.778
C -0.161 -2.559 0.356
H -0.993 -0.060 -4.652
C -2.072 -0.456 3.763
C -2.047 -4.803 -1.396
N -3.935 -0.607 -0.099
H 0.738 -5.776 5.777
H 4.138 -1.757 -2.212
O -2.907 1.042 -1.309
H -1.099 -6.534 -2.242
H -8.016 3.829 0.374
C 1.728 -5.297 3.952
H -2.584 0.176 3.033
C -2.214 3.848 1.227
N 2.939 -4.721 1.965
O 0.000 -1.650 -0.501
H 3.519 2.555 -2.023
N 1.499 0.638 -1.685
C 1.888 3.921 -1.860
O -0.550 0.025 1.593
C -5.966 1.160 0.658
O -0.255 7.044 -1.119
C -6.202 3.550 -0.731
H 3.015 0.802 -3.568
C 0.766 -3.794 0.225
H 3.672 0.833 -5.971
C 3.851 3.979 -0.455
H 0.194 -5.179 -3.889
C -0.479 -4.707 -3.191
H 2.881 1.315 0.225
C -1.916 2.405 0.802
O -0.418 5.507 -3.030
C 1.855 1.058 0.509
H 5.935 -2.847 -0.879
C 0.978 0.359 -3.978
H -0.194 4.515 0.946
H 5.322 -4.229 1.073
C 3.224 -3.967 0.802
C 0.289 0.609 2.384
C -1.204 4.818 0.630
H 0.400 -3.399 6.384
N 1.030 0.683 -0.401
H -4.354 2.995 -1.677
H -7.797 1.712 1.615
C 1.031 1.240 4.624
H -6.291 4.482 -1.271
H -0.358 -0.055 -7.061
H -2.589 -5.356 -0.646
H 5.953 3.792 -0.760
C -0.640 -3.326 -3.178
```

=====

Q: The lowest molar mass belongs to which entry?
A: C53H46BeGeNO6P2

=====

Q: What is the charge in the fourth record?
A: -1